10
Properties=species:S:1:pos:R:3:forces:R:3:nbo_charge:R:1 method="wB97M-V/def2-TZVPD" fmax_ev_per_a=10.1 relative_energy_kj_mol=452.8 orbital_gap_ev=9.9702 smiles="[H]/N=C/C#[N+][O-].O=C=O"
H -0.2798 -0.7887 0.0751 -0.8 0.3 -0.6 0.34
N 0.3704 -1.1803 0.7211 -0.1 -0.9 0.7 -0.54
C 1.0697 -0.2631 1.2155 1.2 2.0 -2.1 0.03
C 2.2294 -0.5602 2.0020 0.5 -0.2 2.1 0.09
N 2.8696 -0.7648 2.9647 -1.3 0.2 -2.4 0.25
O 3.6151 -1.0477 3.8301 0.8 -0.1 1.1 -0.36
H 1.0711 0.7972 0.7611 -0.3 -1.3 1.2 0.18
O -3.4072 -0.8785 -5.1554 1.9 -2.2 8.0 -0.57
C -3.0798 -1.1498 -3.9351 -2.2 2.8 -9.4 1.03
O -2.7257 -1.2479 -2.8618 0.3 -0.6 1.5 -0.47